ORCA calculation (ωB97M-V/def2-TZVPD) on a 2-piece molecular cluster, C8H15N4O2 overall.

Computed properties:
DFT total energy: -682.99067 Ha
E_HOMO (spin up / spin down): -12.3 / -12.3 eV
LUMO (spin up / spin down): -5.4 / -5.4 eV

The geometry in ORCA input format:
```
! wB97M-V def2-TZVPD RIJCOSX def2/J DEFGRID3
* xyz 1 1
C -1.525 -0.354 -0.995
C -1.519 -0.350 -2.398
C -0.952 -1.546 -3.216
C -0.214 -2.449 -0.958
C -2.186 0.688 -3.157
C 1.451 0.293 2.763
C 2.069 0.495 0.490
C -0.847 -1.381 1.034
N -0.486 -2.530 -2.303
N -0.877 -1.423 -0.298
N 0.168 1.749 1.397
N 0.955 0.510 1.467
O -0.987 -1.711 -4.402
O 0.548 -3.175 -0.390
H -1.721 0.468 -0.393
H -2.652 1.393 -2.452
H -2.849 0.496 -3.973
H -1.373 1.062 -3.809
H 0.821 0.343 3.657
H 1.983 -0.648 2.926
H 2.298 0.915 2.960
H 1.866 -0.172 -0.285
H 2.085 1.423 -0.068
H 3.028 0.302 0.890
H -1.481 -0.562 1.375
H -0.451 -2.125 1.722
H -0.163 -3.376 -2.740
H 0.552 2.542 0.890
H -0.108 2.006 2.349
*
```

Löwdin atomic charges, in units of e: C 0.05; C -0.11; C -0.34; C -0.46; C -0.04; C -0.14; C -0.02; C 0.24; N 0.22; N -0.01; N 0.06; N -0.30; O 0.17; O 0.16; H 0.10; H 0.11; H 0.10; H 0.12; H 0.10; H 0.10; H 0.08; H 0.05; H 0.09; H 0.09; H 0.11; H 0.14; H 0.17; H 0.08; H 0.09



ORCA calculation (ωB97M-V/def2-TZVPD) on one molecule with the formula C8H15NO.

Computed properties:
DFT total energy: -443.71439 Ha
E_HOMO: -7.6 eV
LUMO: 0.8 eV
SMILES: C/C(O)=C\N=C/C(C)(C)C

The geometry in ORCA input format:
```
! wB97M-V def2-TZVPD RIJCOSX def2/J DEFGRID3
* xyz 0 1
C -1.543 0.973 0.417
C 0.465 -0.249 0.986
C -2.719 0.411 0.126
C -3.028 -1.038 0.424
C 1.118 0.978 -1.174
C 1.807 -1.275 -0.665
C 2.795 0.620 0.694
C 1.568 0.078 -0.038
N -0.723 0.168 1.170
O -3.710 1.131 -0.453
H -1.244 1.966 0.138
H 0.715 -1.128 1.627
H -4.086 -1.175 0.647
H -2.403 -1.529 1.072
H -2.876 -1.484 -0.617
H 0.729 1.841 -0.787
H 0.341 0.517 -1.816
H 2.116 1.206 -1.761
H 2.127 -1.999 0.200
H 0.975 -1.703 -1.296
H 2.735 -1.159 -1.217
H 3.687 -0.098 0.845
H 2.479 0.724 1.703
H 3.086 1.570 0.496
H -4.411 0.654 -0.720
*
```

Löwdin atomic charges, in units of e: C -0.13; C -0.12; C -0.36; C -0.01; C -0.06; C -0.09; C -0.04; C -0.60; N 0.05; O 0.08; H 0.11; H 0.13; H 0.08; H 0.04; H 0.12; H 0.03; H 0.10; H 0.13; H 0.11; H 0.11; H 0.07; H 0.12; H 0.06; H 0.04; H 0.03



ORCA calculation (ωB97M-V/def2-TZVPD) on one molecule with the formula C8H15NO.

Computed properties:
DFT total energy: -443.53395 Ha
E_HOMO: -8.0 eV
LUMO: 1.0 eV
SMILES: CN1[C@@H]2CC[C@@H]1CC(O)C2

The geometry in ORCA input format:
```
! wB97M-V def2-TZVPD RIJCOSX def2/J DEFGRID3
* xyz 0 1
C -1.405 1.704 -0.670
C 0.948 0.398 -0.919
C 0.332 -0.534 -1.903
C -1.198 -0.815 -1.200
C -0.829 -0.355 0.056
C -0.750 -0.439 1.660
C 0.673 -0.102 1.843
C 1.704 0.059 0.474
H -1.374 1.731 -1.856
H -1.198 2.675 -0.579
H -2.405 1.507 -0.364
H 1.790 1.110 -1.377
H 0.483 -0.166 -2.889
H 0.705 -1.656 -2.236
H -2.012 -0.373 -1.977
H -1.556 -1.861 -1.108
H 0.061 -1.047 0.107
H -0.927 -1.522 1.898
H -1.450 0.141 2.288
H 0.700 0.741 2.520
H 2.162 -0.944 2.825
H 2.466 0.983 0.559
H 2.087 -0.976 0.452
N -0.288 0.879 -0.236
O 1.279 -1.136 2.633
*
```

Löwdin atomic charges, in units of e: C -0.05; C -0.28; C -0.11; C -0.15; C -0.43; C -0.06; C -0.33; C -0.03; H 0.12; H 0.03; H 0.09; H 0.16; H 0.07; H 0.15; H 0.14; H 0.11; H 0.13; H 0.13; H 0.12; H 0.13; H 0.05; H 0.14; H 0.10; N -0.18; O -0.05



ORCA calculation (ωB97M-V/def2-TZVPD) on a 2-piece molecular cluster, C8H15NO overall.

Computed properties:
DFT total energy: -443.52609 Ha
E_HOMO (spin up / spin down): -7.9 / -7.6 eV
LUMO (spin up / spin down): 0.8 / 0.8 eV

The geometry in ORCA input format:
```
! wB97M-V def2-TZVPD RIJCOSX def2/J DEFGRID3
* xyz 0 1
C 1.939 0.056 -0.690
C 0.683 0.452 -0.832
C -0.452 2.750 -0.641
C 0.441 2.792 -1.904
C -0.146 1.487 -1.435
C -0.279 -0.638 2.663
C 0.235 -2.935 -0.765
C -1.172 -0.568 1.414
N -0.596 -1.150 0.173
O 0.329 -2.161 0.383
H 1.949 -0.965 -0.121
H 2.809 0.562 -1.065
H -0.211 2.812 0.425
H -1.440 3.128 -0.624
H -0.156 3.182 -2.694
H 1.416 3.102 -1.637
H -1.101 1.089 -2.014
H -0.339 -1.642 3.123
H 0.731 -0.244 2.313
H -0.586 0.201 3.430
H 0.170 -2.350 -1.789
H -0.720 -3.650 -0.568
H 1.095 -3.691 -0.723
H -2.040 -1.081 1.781
H -1.416 0.416 0.992
*
```

Löwdin atomic charges, in units of e: C 0.02; C -0.07; C -0.13; C -0.07; C -0.32; C -0.11; C -0.17; C -0.27; N -0.04; O -0.28; H 0.09; H 0.05; H 0.10; H 0.07; H 0.09; H 0.09; H 0.18; H 0.07; H 0.08; H 0.10; H 0.11; H 0.12; H 0.09; H 0.09; H 0.10



ORCA calculation (ωB97M-V/def2-TZVPD) on C8H15NO9V as an isolated structure.

Computed properties:
DFT total energy: -1989.58105 Ha
E_HOMO (spin up / spin down): 0.6 / 0.5 eV
LUMO (spin up / spin down): 4.7 / 4.7 eV
⟨S²⟩: 0.7666

The geometry in ORCA input format:
```
! wB97M-V def2-TZVPD RIJCOSX def2/J DEFGRID3
* xyz -2 2
O 15.637 -10.230 -23.765
V 15.071 -9.619 -25.104
C 14.340 -8.374 -27.548
O 13.716 -9.023 -28.468
O 13.611 -8.427 -26.446
O 15.488 -8.939 -27.201
C 13.854 -11.814 -26.197
O 15.123 -11.494 -26.225
O 13.148 -11.076 -25.414
O 13.421 -11.989 -27.394
C 19.929 -10.649 -24.921
O 18.693 -10.016 -24.726
C 18.800 -8.717 -24.172
C 17.912 -7.761 -24.976
N 16.468 -7.867 -24.654
C 16.203 -7.249 -23.335
C 14.686 -7.205 -23.115
O 13.974 -8.360 -23.539
C 12.633 -8.359 -23.174
H 20.433 -10.766 -23.954
H 20.584 -10.033 -25.555
H 19.875 -11.599 -25.447
H 19.851 -8.421 -24.095
H 18.407 -8.714 -23.150
H 17.897 -8.181 -25.988
H 18.316 -6.742 -24.989
H 16.151 -7.311 -25.453
H 16.618 -6.234 -23.285
H 16.724 -7.788 -22.545
H 14.342 -6.381 -23.753
H 14.426 -7.167 -22.052
H 11.981 -9.178 -23.462
H 12.135 -7.444 -23.522
H 12.549 -8.323 -22.074
*
```

Löwdin atomic charges, in units of e: O -0.39; V 1.02; C -0.78; O -0.09; O -0.22; O -0.23; C -0.87; O -0.19; O -0.14; O -0.12; C -0.13; O -0.17; C -0.22; C -0.17; N -0.11; C -0.18; C -0.18; O -0.28; C -0.10; H 0.08; H 0.08; H 0.09; H 0.11; H 0.10; H 0.13; H 0.11; H 0.11; H 0.11; H 0.10; H 0.13; H 0.12; H 0.10; H 0.09; H 0.08



ORCA calculation (ωB97M-V/def2-TZVPD) on one molecule with the formula C8H15NOS.

Computed properties:
DFT total energy: -841.79638 Ha
E_HOMO (spin up / spin down): -8.4 / -6.2 eV
LUMO (spin up / spin down): 0.7 / 0.4 eV

The geometry in ORCA input format:
```
! wB97M-V def2-TZVPD RIJCOSX def2/J DEFGRID3
* xyz 0 1
C 2.043 -0.397 0.070
C -0.378 0.496 -0.129
C 1.137 0.663 -0.440
C -1.028 -0.747 0.611
C 1.384 0.684 -2.001
C 1.718 1.985 0.168
C -2.563 -0.540 0.364
C -0.810 -0.813 2.109
N -0.863 -2.045 -0.028
O -0.511 -1.962 -1.349
S 3.239 -1.106 0.698
H -0.670 1.299 0.510
H -0.943 0.547 -1.047
H 0.839 1.478 -2.433
H 1.126 -0.299 -2.539
H 2.439 0.757 -2.186
H 1.002 2.798 0.006
H 2.706 2.366 -0.177
H 1.844 1.942 1.202
H -2.977 0.438 0.548
H -3.202 -1.245 1.043
H -2.827 -0.726 -0.713
H 0.194 -0.869 2.330
H -1.206 -1.743 2.366
H -1.315 -0.025 2.582
H -0.379 -2.938 -1.566
*
```

Löwdin atomic charges, in units of e: C -0.64; C -0.08; C -0.54; C -0.55; C -0.04; C -0.06; C -0.07; C -0.02; N 0.03; O -0.06; S 0.73; H 0.11; H 0.10; H 0.07; H 0.11; H 0.07; H 0.08; H 0.10; H 0.05; H 0.07; H 0.12; H 0.09; H 0.05; H 0.07; H 0.08; H 0.14



ORCA calculation (ωB97M-V/def2-TZVPD) on a 2-piece molecular cluster, C8H15NOSSi overall.

Computed properties:
DFT total energy: -1131.36066 Ha
E_HOMO (spin up / spin down): -9.0 / -6.8 eV
LUMO (spin up / spin down): 0.3 / -0.7 eV

The geometry in ORCA input format:
```
! wB97M-V def2-TZVPD RIJCOSX def2/J DEFGRID3
* xyz 0 1
C 1.436 1.334 3.922
C 2.907 -0.355 4.954
C 1.012 0.016 3.850
C -0.882 -1.659 -1.716
C -2.233 1.381 -2.087
C 0.701 0.461 -2.840
C -0.307 0.828 0.098
C -0.110 -0.521 3.196
N 1.853 -0.813 4.453
O -0.246 -1.829 2.953
Si -0.707 0.255 -1.587
S 3.077 1.346 4.656
H 1.027 2.268 3.508
H 3.686 -0.855 5.392
H -0.962 -2.220 -2.730
H 0.089 -1.995 -1.313
H -1.693 -2.060 -1.205
H -2.069 1.861 -3.162
H -3.194 0.822 -2.270
H -2.457 2.125 -1.332
H 1.669 -0.071 -2.395
H 0.575 0.070 -3.874
H 0.986 1.498 -3.083
H 0.522 0.296 0.537
H -0.513 1.691 0.730
H -0.815 0.038 2.718
H 0.460 -2.396 3.334
*
```

Löwdin atomic charges, in units of e: C -0.30; C -0.45; C -0.43; C -0.20; C -0.21; C -0.23; C -0.05; C -0.13; N 0.00; O 0.03; Si 0.46; S 0.95; H 0.07; H 0.05; H 0.07; H 0.02; H -0.02; H 0.06; H 0.02; H -0.01; H 0.07; H 0.03; H 0.01; H -0.01; H 0.01; H 0.07; H 0.12



ORCA calculation (ωB97M-V/def2-TZVPD) on a 2-piece molecular cluster, C8H15NOSi overall.

Computed properties:
DFT total energy: -733.09969 Ha
E_HOMO (spin up / spin down): -6.1 / -9.8 eV
LUMO (spin up / spin down): 0.9 / -4.2 eV
⟨S²⟩: 2.0120

The geometry in ORCA input format:
```
! wB97M-V def2-TZVPD RIJCOSX def2/J DEFGRID3
* xyz 0 3
C 1.191 3.068 0.371
C -1.338 -0.212 -1.836
C -2.110 0.156 -0.610
C 0.112 0.288 -1.637
C -1.757 -0.754 0.669
C -2.612 -0.085 1.774
C 3.664 -0.457 0.606
C 2.353 -1.146 0.260
N 1.152 4.198 0.647
O -0.359 -0.819 0.927
Si 0.778 -0.139 0.054
H -1.549 -1.255 -2.068
H -1.578 0.321 -2.771
H -1.893 1.106 -0.301
H -3.171 0.245 -0.848
H 0.839 -0.088 -2.289
H 0.168 1.366 -1.819
H -2.087 -1.770 0.355
H -3.327 0.503 1.290
H -1.899 0.395 2.443
H -3.176 -0.763 2.325
H 4.429 -0.437 -0.221
H 3.451 0.558 0.671
H 4.170 -0.758 1.567
H 1.962 -1.797 1.055
H 2.587 -1.723 -0.616
*
```

Löwdin atomic charges, in units of e: C -0.04; C -0.24; C -0.20; C -0.26; C -0.35; C -0.02; C -0.18; C -0.33; N 0.02; O -0.21; Si 0.64; H 0.11; H 0.11; H 0.07; H 0.12; H 0.05; H 0.07; H 0.15; H 0.05; H 0.10; H 0.05; H 0.08; H 0.00; H 0.09; H 0.07; H 0.06



DFT total energy of number 5 (C8H15NO9V)? -1989.58105 Ha